No. 1
55
Properties=species:S:1:pos:R:3:mulliken_charge:R:1 method="wB97M-V/def2-TZVPD" s_squared=6.023 gap_ev="7.00 / 6.72" homo_ha="-0.3626 / -0.4200" charge=+1 multiplicity=5
Ir 11.1516 7.5040 14.5143 0.56
Cl 9.6164 10.5896 20.4686 -0.16
C 9.5596 10.0808 18.8365 0.20
C 10.4814 9.1854 18.4018 -0.84
C 10.4709 8.7399 17.0571 0.49
N 11.3451 7.8916 16.4981 0.02
C 12.6391 7.8838 17.0492 -0.06
O 12.9827 7.4791 18.1202 -0.53
C 13.5630 8.5764 16.1279 0.99
C 14.6382 9.2540 16.6853 -0.78
C 15.4314 10.0424 15.8694 -0.36
C 15.0926 10.1016 14.5305 -0.63
C 13.9733 9.4436 14.0358 -0.21
N 13.2125 8.6982 14.8352 -0.28
C 9.4770 9.2815 16.1473 0.39
C 8.5006 10.1448 16.6668 -0.67
C 8.5448 10.5672 17.9603 0.10
Cl 7.2813 11.5441 18.5342 -0.16
N 9.5947 8.8962 14.8491 -0.16
C 8.4332 8.6427 14.0726 -0.14
O 7.9895 9.3761 13.2340 -0.52
C 7.9221 7.2508 14.3985 1.03
C 6.5675 6.9699 14.5874 -0.87
C 6.2052 5.7125 15.0876 -0.26
C 7.2006 4.7684 15.2903 -0.62
C 8.5214 5.1095 15.0440 -0.35
N 8.8727 6.3380 14.6627 -0.10
H 11.2449 8.8378 19.0958 0.61
H 14.8483 9.1125 17.7351 0.46
H 16.3043 10.5461 16.2668 0.45
H 15.7160 10.6670 13.8259 0.34
H 13.6890 9.5060 12.9973 0.48
H 7.7757 10.5842 15.9870 0.51
H 5.8148 7.7316 14.4209 0.44
H 5.1615 5.4881 15.2960 0.43
H 6.9463 3.7679 15.6201 0.39
H 9.3355 4.4188 15.2049 0.46
N 11.1417 7.1319 12.4795 -0.53
C 11.1472 7.1014 11.3319 0.76
N 11.1551 7.2088 10.0368 0.01
C 11.2222 8.4995 9.3833 -0.75
C 12.4354 8.5784 8.4559 -0.55
C 12.3941 7.4319 7.4624 -0.63
C 12.3497 6.0997 8.1987 -0.60
C 11.1386 6.0664 9.1508 -0.77
H 11.2243 9.2945 10.1407 0.44
H 10.3112 8.5654 8.7569 0.28
H 13.3557 8.5402 9.0358 0.30
H 12.4061 9.5289 7.9347 0.35
H 13.2451 7.4535 6.7820 0.32
H 11.4839 7.5500 6.8499 0.30
H 13.2525 5.9169 8.7536 0.31
H 12.2398 5.2925 7.4785 0.35
H 11.1133 5.1395 9.7377 0.44
H 10.2037 6.0907 8.5742 0.33

No. 2
49
Properties=species:S:1:pos:R:3:mulliken_charge:R:1 method="wB97M-V/def2-TZVPD" s_squared=8.776 relative_energy_kj_mol=676.43 gap_ev="6.88 / 7.46" homo_ha="-0.2378 / -0.2992" multiplicity=6
C -1.1244 -1.3779 4.5556 -0.52
C -0.9884 -1.8862 3.2476 -0.49
C 0.4012 -2.0806 2.9638 -0.65
H -1.8092 -2.0833 2.5744 0.45
C 1.1506 -1.7107 4.1049 -0.52
C 0.2380 -1.3688 4.9700 0.61
H 0.5899 -0.8684 6.0956 0.02
H -2.0030 -1.0438 5.0603 0.41
H 0.8124 -2.4584 2.0367 0.53
H 2.2177 -1.6740 4.1843 0.42
Fe 0.0095 0.0071 3.2877 0.36
Cl 1.8432 1.2596 2.8728 -0.49
P 0.1163 0.3482 -0.5038 0.47
C 1.2171 -0.7123 -1.5221 -0.13
C 0.7986 -1.4286 -2.6452 0.08
H -0.2350 -1.3767 -2.9602 0.35
C 1.7015 -2.2052 -3.3626 -0.63
H 1.3606 -2.7569 -4.2310 0.40
C 3.0337 -2.2718 -2.9746 -0.45
H 3.7355 -2.8769 -3.5370 0.38
C 3.4609 -1.5625 -1.8572 -0.54
H 4.4978 -1.6137 -1.5446 0.40
C 2.5617 -0.7982 -1.1296 -0.41
H 2.8935 -0.2586 -0.2515 0.46
C -1.5343 -0.0818 -1.1849 -0.08
C -2.1717 -1.2106 -0.6474 -0.18
H -1.6848 -1.7703 0.1413 0.37
C -3.4114 -1.6116 -1.1204 -0.65
H -3.8887 -2.4896 -0.6995 0.40
C -4.0483 -0.8844 -2.1205 -0.45
H -5.0223 -1.1931 -2.4826 0.38
C -3.4320 0.2429 -2.6486 -0.68
H -3.9228 0.8159 -3.4267 0.40
C -2.1817 0.6408 -2.1878 -0.04
H -1.7061 1.5155 -2.6113 0.36
C 0.4020 1.9977 -1.2580 -0.02
C 1.1043 2.2065 -2.4464 -0.03
H 1.5188 1.3613 -2.9795 0.32
C 1.2716 3.4917 -2.9497 -0.65
H 1.8210 3.6376 -3.8726 0.40
C 0.7347 4.5835 -2.2793 -0.46
H 0.8657 5.5841 -2.6750 0.37
C 0.0335 4.3864 -1.0944 -0.58
H -0.3835 5.2343 -0.5626 0.39
C -0.1237 3.1085 -0.5807 -0.27
H -0.6570 2.9591 0.3494 0.32
O -0.0054 0.0113 7.8313 -0.18
C -0.0382 0.0767 6.7424 0.24
N -0.0197 0.1863 5.3289 -0.18

No. 3
49
Properties=species:S:1:pos:R:3:mulliken_charge:R:1 method="wB97M-V/def2-TZVPD" s_squared=3.793 gap_ev="5.76 / 5.48" homo_ha="-0.4082 / -0.4142" charge=+1 multiplicity=4
C -1.1311 -1.5047 4.5503 0.03
C -1.0183 -1.9251 3.1948 -0.52
C 0.4166 -2.0871 2.8722 -0.29
H -1.8442 -2.0904 2.5219 0.50
C 1.1515 -1.6803 4.0438 -0.27
C 0.2099 -1.1977 5.0190 -0.40
H 0.6366 -1.1533 6.0787 0.21
H -2.0206 -1.0839 5.0141 0.30
H 0.8219 -2.4664 1.9502 0.56
H 2.2589 -1.6791 4.1486 0.41
Tc 0.0122 -0.0850 3.0273 0.56
Cl 1.8589 1.2017 2.8683 -0.32
P 0.1147 0.3413 -0.4805 0.56
C 1.2140 -0.7084 -1.5372 0.00
C 0.7854 -1.4270 -2.6652 0.10
H -0.2577 -1.3784 -2.9870 0.35
C 1.6971 -2.2079 -3.3896 -0.61
H 1.3523 -2.7646 -4.2647 0.40
C 3.0385 -2.2766 -2.9979 -0.48
H 3.7473 -2.8859 -3.5662 0.38
C 3.4686 -1.5630 -1.8692 -0.55
H 4.5149 -1.6125 -1.5591 0.40
C 2.5644 -0.7929 -1.1357 -0.40
H 2.8984 -0.2466 -0.2491 0.42
C -1.5292 -0.0836 -1.2030 0.03
C -2.1675 -1.2162 -0.6553 -0.19
H -1.6723 -1.7841 0.1396 0.33
C -3.4149 -1.6177 -1.1317 -0.69
H -3.8940 -2.5049 -0.7118 0.40
C -4.0552 -0.8860 -2.1424 -0.51
H -5.0371 -1.1989 -2.5085 0.38
C -3.4334 0.2479 -2.6753 -0.64
H -3.9279 0.8268 -3.4592 0.40
C -2.1743 0.6513 -2.2095 -0.06
H -1.6984 1.5354 -2.6394 0.35
C 0.3997 1.9915 -1.2732 0.05
C 1.1087 2.1941 -2.4689 -0.02
H 1.5305 1.3445 -3.0112 0.31
C 1.2750 3.4902 -2.9774 -0.63
H 1.8300 3.6369 -3.9076 0.40
C 0.7362 4.5905 -2.3016 -0.49
H 0.8668 5.6001 -2.7015 0.38
C 0.0313 4.3920 -1.1056 -0.59
H -0.3921 5.2469 -0.5736 0.38
C -0.1282 3.1059 -0.5880 -0.24
H -0.6671 2.9545 0.3512 0.27
S -0.0293 0.6591 5.4987 0.12
C -0.0299 0.0660 7.2551 0.26
N -0.0173 0.0313 8.4124 -0.34

No. 4
59
Properties=species:S:1:pos:R:3:mulliken_charge:R:1 method="wB97M-V/def2-TZVPD" s_squared=0.770 relative_energy_kj_mol=63.91 gap_ev="5.25 / 5.39" homo_ha="-0.0641 / -0.0693" charge=-2 multiplicity=2
Co 0.5053 0.6694 -0.3895 -0.40
O 1.3297 -4.2947 1.0937 -0.73
C 2.4914 -3.9942 0.5037 0.32
C 3.4881 -4.9733 0.4558 -0.68
C 4.7106 -4.7116 -0.1404 -0.24
C 4.9628 -3.4664 -0.7057 -0.89
C 3.9752 -2.4919 -0.6562 -0.29
C 2.7431 -2.7235 -0.0558 0.24
C 1.7243 -1.6416 -0.0171 0.64
O 2.0426 -0.4643 -0.5076 -0.61
N 0.5833 -1.8952 0.5222 -0.67
N -0.1923 -0.7220 0.6499 -0.36
C -1.4324 -0.7402 -0.1091 0.47
C -2.0534 0.5722 0.3180 0.96
C -3.3272 0.7855 0.8101 -1.09
C -3.7013 2.0778 1.1190 -0.31
C -2.7939 3.1145 0.9321 -0.74
C -1.5321 2.8099 0.4642 -0.09
N -1.1664 1.5651 0.1833 0.20
H 0.7489 -3.4556 1.0123 0.57
H 3.2713 -5.9389 0.8968 0.40
H 5.4700 -5.4859 -0.1639 0.33
H 5.9134 -3.2620 -1.1842 0.38
H 4.1339 -1.5144 -1.0926 0.53
H -2.0597 -1.6199 0.0360 0.37
H -4.0078 -0.0497 0.8837 0.37
H -4.7021 2.2871 1.4786 0.36
H -3.0623 4.1438 1.1305 0.36
H -0.7839 3.5795 0.3090 0.38
C 6.7581 3.4284 2.8942 -0.91
C 7.9825 3.5077 2.0184 0.65
O 9.0917 3.6816 2.4554 -0.57
S 7.8150 3.3951 0.2407 -0.14
C 6.0903 3.1033 -0.0508 -0.38
C 5.1957 4.1649 -0.0883 -0.22
C 3.8764 3.9487 -0.4599 -0.53
C 3.4497 2.6808 -0.8352 0.68
C 4.3436 1.6137 -0.7755 -0.45
C 5.6611 1.8248 -0.3916 -0.35
C 2.1221 2.4458 -1.3460 -0.07
C 1.1048 2.0252 -1.8531 0.04
H 7.0470 2.9793 3.8419 0.33
H 5.9469 2.8672 2.4397 0.33
H 6.4095 4.4450 3.0855 0.24
H 5.5341 5.1590 0.1757 0.42
H 3.1736 4.7714 -0.4876 0.48
H 3.9721 0.6262 -1.0256 0.49
H 6.3577 0.9976 -0.3483 0.48
C 0.1970 1.9228 -3.0308 -1.08
H -0.8242 2.2295 -2.7800 0.13
H 0.1480 0.8804 -3.3582 0.21
H 0.5982 2.5344 -3.8404 0.43
F -2.4464 -2.4500 -2.6831 -0.44
Te -2.4818 -0.5576 -2.9889 1.28
F -2.8221 1.5843 -2.1800 -0.74
F -4.0617 -1.0944 -4.1870 -0.60
F -3.7833 -0.7692 -1.5352 -0.50
F -0.8188 -1.1393 -4.1471 -0.63
O -1.0341 -0.6080 -1.4729 -0.34

| no. | E_tot (hartree) |
| --- | --- |
| 1 | -2430.0052 |
| 2 | -3121.4919 |
| 3 | -2261.4065 |
| 4 | -3940.1693 |